Here is a structure of composition C32H53NO2PdSi4 from the OMol25 dataset. Energies are from ωB97M-V/def2-TZVPD.

Geometry (Å):
Pd 0.3056 -0.7362 -0.5884
C 1.3116 0.3995 -2.4586
Si 2.7497 -0.4863 -1.5127
C 4.2257 -0.8674 -2.6084
C 3.3560 0.7920 -0.2764
C 1.9332 -2.0125 -0.8479
Si 1.5692 -3.3513 -2.1065
C 0.1405 -4.4583 -1.5514
C 3.0856 -4.4243 -2.4362
C 1.0934 -2.6876 -3.8100
Si 2.2610 -2.6237 0.8739
C 3.6291 -1.7797 1.8519
C 2.5301 -4.4747 1.1089
C 0.6052 -2.3323 1.7829
C 0.2573 -2.6750 3.0809
C -1.0271 -2.4363 3.5455
C -1.9591 -1.8659 2.6937
C -1.5636 -1.5197 1.4155
N -0.3197 -1.7476 0.9854
H 0.7730 1.1811 -1.9135
H 0.6027 -0.2044 -3.0261
H 1.9047 0.9467 -3.1993
H 4.6674 0.0465 -3.0140
H 3.9967 -1.5274 -3.4452
H 4.9826 -1.3574 -1.9914
H 3.6979 1.6733 -0.8284
H 4.2051 0.4311 0.3041
H 2.5784 1.1309 0.4109
H 0.4814 -5.3824 -1.0818
H -0.4583 -4.7470 -2.4200
H -0.5174 -3.9320 -0.8582
H 3.4534 -4.9420 -1.5512
H 3.9044 -3.8197 -2.8320
H 2.8482 -5.1841 -3.1852
H 0.0921 -2.2549 -3.8098
H 1.0896 -3.5385 -4.4981
H 1.7829 -1.9470 -4.2180
H 4.5388 -1.6864 1.2548
H 3.8772 -2.3693 2.7371
H 3.3460 -0.7784 2.1805
H 3.3991 -4.8633 0.5785
H 1.6562 -5.0528 0.8063
H 2.6954 -4.6626 2.1738
H 1.0004 -3.1264 3.7260
H -1.3011 -2.6892 4.5616
H -2.9712 -1.6621 3.0128
H -2.2220 -1.0323 0.7124
C -3.5563 2.7086 -0.9685
C -3.1938 2.5272 0.5137
C -3.6162 3.8069 1.2412
C -3.9903 1.3442 1.0705
Si -1.3201 2.1707 0.5974
O -0.9346 0.9102 -0.3111
C -0.7043 1.9227 2.3769
C -1.1735 2.6213 3.4940
C -0.6277 2.4353 4.7571
C 0.4228 1.5467 4.9386
C 0.9206 0.8542 3.8450
C 0.3593 1.0430 2.5900
C -0.4446 3.7177 -0.0530
C -0.0034 4.7485 0.7793
C 0.6231 5.8775 0.2675
C 0.8247 6.0002 -1.0994
C 0.3936 4.9899 -1.9483
C -0.2327 3.8670 -1.4259
H -4.6326 2.8932 -1.0653
H -3.3095 1.8283 -1.5614
H -3.0365 3.5633 -1.4069
H -4.6696 4.0172 1.0224
H -3.0328 4.6715 0.9163
H -3.5321 3.7233 2.3245
H -5.0661 1.5329 0.9778
H -3.7698 1.1653 2.1269
H -3.7741 0.4288 0.5138
H -1.9791 3.3361 3.3909
H -1.0195 2.9916 5.5999
H 0.8555 1.4047 5.9210
H 1.7506 0.1675 3.9680
H 0.7691 0.5015 1.7452
H -0.1341 4.6654 1.8533
H 0.9595 6.6590 0.9379
H 1.3156 6.8781 -1.5007
H 0.5446 5.0787 -3.0175
H -0.5706 3.0899 -2.1033
C -4.2067 -1.1913 -2.1619
C -2.7541 -0.8512 -2.4238
O -1.8827 -1.9552 -2.1801
H -4.8447 -0.3299 -2.3668
H -4.3538 -1.4872 -1.1217
H -4.5414 -2.0141 -2.7987
H -2.3989 -0.0724 -1.7482
H -2.6207 -0.4800 -3.4472
H -2.0992 -2.6695 -2.7888

Gap between HOMO and LUMO: 8.30 eV
ΔE to the lowest compared entry with this formula, charge and spin: 4.47 kcal/mol
E_HOMO: -8.3 eV